No. 1
{
  "formula": "C3H9N2O2",
  "method": "wB97M-V/def2-TZVPD",
  "elements": ["C", "N", "N", "O", "C", "O", "C", "H", "H", "H", "H", "H", "H", "H", "H", "H"],
  "xyz": [[2.31337, 0.74276, 0.09955], [1.08624, 0.37041, 0.73639], [0.07830, 0.01634, -0.00306], [-1.13831, -0.15768, 0.46755], [-1.31464, -0.27177, 1.85939], [0.16327, -0.08164, -1.33043], [-1.00215, -0.43037, -2.11269], [2.75701, 1.60875, 0.70911], [1.96917, 1.07214, -0.88007], [3.00207, -0.19151, 0.33250], [-2.04418, -0.96374, 2.02280], [-1.51006, 0.59868, 2.55120], [-0.41415, -0.72478, 2.19842], [-1.71458, 0.38309, -2.16953], [-1.50442, -1.21790, -1.41442], [-0.72694, -0.75277, -3.06670]],
  "forces_ev_per_angstrom": [[0.9, -0.5, 1.3], [-4.9, -1.2, -1.1], [3.9, 1.9, 2.0], [-0.9, 0.5, -1.3], [2.2, 1.3, 2.3], [1.3, 0.6, -0.1], [-2.8, -1.4, 4.0], [-0.8, -1.3, -0.8], [1.5, -0.3, -0.5], [-1.0, 1.9, -1.4], [-2.3, -1.8, -0.1], [0.3, -0.1, -1.7], [0.8, -0.3, 0.7], [0.2, 0.4, 0.0], [0.6, 0.9, -2.2], [1.0, -0.6, -1.1]],
  "relative_energy_kcal_mol": 183.41,
  "total_energy_ev": -10318.8985,
  "multiplicity": 1,
  "total_charge": 1,
  "smiles": "CN=[N+](OC)OC"
}

=====

No. 2
{
  "formula": "C3H3O3P",
  "method": "wB97M-V/def2-TZVPD",
  "elements": ["C", "C", "C", "O", "O", "O", "P", "H", "H", "H"],
  "xyz": [[-1.45592, 0.18075, -0.18059], [-0.58524, -0.95966, -0.19067], [-1.06996, 1.47828, -0.21368], [-0.73859, 2.57618, -0.23259], [0.63181, -1.03979, -0.09121], [3.22038, -0.27028, -0.35107], [1.97130, 0.33302, 0.14698], [-2.52857, -0.22033, -0.20722], [-1.12425, -1.84944, -0.18074], [1.67904, -0.22872, 1.50080]],
  "forces_ev_per_angstrom": [[-0.4, -1.0, -0.3], [-6.9, 2.3, -0.3], [-1.6, -3.2, 0.1], [0.8, 2.3, -0.1], [8.7, 1.6, -0.2], [0.2, 0.4, -0.2], [-2.5, -3.5, 1.1], [1.5, 1.6, 0.1], [-0.7, -1.7, 0.0], [0.8, 1.2, -0.2]],
  "relative_energy_kcal_mol": 67.74,
  "total_energy_ev": -18585.7059,
  "multiplicity": 3
}